#i
{"formula": "C30H53N10O11", "method": "ωB97M-V/def2-TZVPD", "elements": ["C", "C", "C", "C", "C", "C", "N", "O", "C", "C", "C", "H", "H", "H", "H", "H", "H", "H", "H", "H", "H", "H", "H", "H", "H", "H", "H", "H", "H", "N", "C", "C", "C", "C", "H", "H", "H", "H", "H", "N", "C", "C", "C", "C", "H", "H", "H", "H", "H", "N", "C", "C", "C", "C", "H", "H", "H", "H", "H", "N", "C", "C", "C", "C", "H", "H", "H", "H", "H", "C", "N", "O", "O", "H", "H", "H", "C", "N", "O", "O", "H", "H", "H", "C", "N", "O", "O", "H", "H", "H", "C", "N", "O", "O", "H", "H", "H", "C", "N", "O", "O", "H", "H", "H"], "xyz": [[1.654, 1.420, 0.589], [0.403, 0.486, 0.064], [-0.838, 1.269, -0.160], [-0.833, 2.132, -1.397], [-0.501, 1.424, -2.659], [0.777, 0.635, -2.671], [0.891, -0.027, -1.324], [1.798, -0.970, -1.263], [2.017, 1.680, -3.035], [0.794, -0.464, -3.766], [0.155, -0.809, 0.899], [1.595, 2.468, 0.090], [2.566, 0.906, 0.364], [1.827, 1.528, 1.786], [-1.318, 1.739, 0.879], [-1.656, 0.384, -0.398], [-0.294, 3.033, -1.225], [-1.917, 2.497, -1.247], [-0.519, 2.015, -3.497], [-1.200, 0.775, -2.712], [2.070, 1.852, -4.048], [2.961, 1.206, -2.888], [2.035, 2.465, -2.387], [0.234, -1.346, -3.560], [1.857, -0.752, -3.907], [0.672, 0.040, -4.781], [1.178, -1.411, 1.247], [-0.756, -1.371, 0.594], [0.138, -0.391, 1.977], [-0.859, -0.506, 5.717], [-0.547, 0.919, 5.789], [0.599, 1.162, 4.880], [1.084, -0.190, 4.416], [0.075, -1.213, 4.946], [-1.589, -0.975, 6.222], [-1.204, 1.529, 6.519], [1.014, 2.085, 4.548], [1.843, -0.312, 3.619], [0.141, -2.267, 4.819], [5.713, 0.860, -4.405], [4.731, 0.047, -4.157], [4.209, -0.478, -5.478], [5.041, 0.330, -6.538], [6.085, 1.040, -5.706], [6.272, 1.390, -3.602], [4.597, -0.344, -3.085], [3.424, -1.321, -5.558], [5.018, 0.366, -7.589], [6.975, 1.529, -5.913], [-4.146, 1.869, 4.396], [-4.758, 3.149, 4.384], [-4.893, 3.581, 2.964], [-4.059, 2.587, 2.171], [-3.699, 1.504, 3.140], [-4.034, 1.343, 5.260], [-4.870, 3.561, 5.460], [-5.255, 4.535, 2.705], [-3.726, 2.480, 1.070], [-3.191, 0.516, 2.815], [5.112, 0.065, 0.703], [4.549, -1.133, 0.307], [4.014, -1.721, 1.723], [4.320, -0.760, 2.790], [4.939, 0.533, 2.084], [5.613, 0.505, -0.055], [4.786, -1.607, -0.665], [3.551, -2.645, 1.935], [4.061, -0.904, 3.724], [5.312, 1.298, 2.436], [-0.039, -4.795, -5.635], [0.320, -3.425, -5.579], [-0.630, -2.635, -5.985], [1.494, -3.198, -5.461], [0.160, -5.146, -6.658], [-1.086, -4.918, -5.405], [0.549, -5.133, -4.848], [-3.143, -2.093, 3.896], [-2.556, -2.239, 2.516], [-1.386, -2.624, 2.402], [-3.313, -2.187, 1.557], [-4.222, -2.233, 3.815], [-2.804, -1.121, 4.311], [-2.673, -2.726, 4.669], [-5.373, -0.410, -0.208], [-4.147, -0.026, -0.809], [-3.970, 1.111, -1.091], [-3.431, -0.973, -1.204], [-5.478, -1.534, -0.385], [-6.203, 0.258, -0.589], [-5.170, -0.201, 0.811], [-1.422, 4.177, 3.301], [-0.997, 4.483, 1.922], [0.073, 4.251, 1.400], [-1.891, 5.217, 1.386], [-0.624, 4.352, 4.096], [-1.458, 3.064, 3.454], [-2.246, 4.652, 3.571], [-1.986, -4.041, -0.965], [-0.796, -4.355, -1.637], [-0.916, -5.249, -2.493], [0.160, -3.587, -1.624], [-1.735, -3.164, -0.283], [-2.586, -4.884, -0.743], [-2.554, -3.481, -1.844]], "charge": 1, "homo_lumo_gap_ev": 4.61, "lumo_ev": -5.314, "homo_energy_ev": -9.93}

***

#ii
{"formula": "C30H53N10O11", "method": "ωB97M-V/def2-TZVPD", "elements": ["C", "C", "C", "C", "C", "C", "N", "O", "C", "C", "C", "H", "H", "H", "H", "H", "H", "H", "H", "H", "H", "H", "H", "H", "H", "H", "H", "H", "H", "N", "C", "C", "C", "C", "H", "H", "H", "H", "H", "N", "C", "C", "C", "C", "H", "H", "H", "H", "H", "N", "C", "C", "C", "C", "H", "H", "H", "H", "H", "N", "C", "C", "C", "C", "H", "H", "H", "H", "H", "C", "N", "O", "O", "H", "H", "H", "C", "N", "O", "O", "H", "H", "H", "C", "N", "O", "O", "H", "H", "H", "C", "N", "O", "O", "H", "H", "H", "C", "N", "O", "O", "H", "H", "H"], "xyz": [[0.704, 1.675, -0.999], [0.372, 0.486, -1.881], [1.600, -0.332, -2.395], [2.312, -1.123, -1.324], [1.353, -2.169, -0.833], [0.103, -1.584, -0.187], [-0.474, -0.467, -1.075], [-1.631, -0.061, -0.837], [0.382, -1.160, 1.269], [-0.878, -2.728, -0.293], [-0.426, 0.958, -3.128], [1.617, 1.461, -0.451], [-0.250, 1.857, -0.213], [0.788, 2.478, -1.732], [2.324, 0.661, -2.967], [1.235, -0.905, -3.116], [2.672, -0.427, -0.577], [3.062, -1.535, -1.893], [1.755, -2.858, -0.157], [1.064, -2.863, -1.658], [0.693, -2.132, 1.900], [-0.566, -0.677, 1.680], [1.138, -0.416, 1.477], [-2.015, -2.597, -0.007], [-0.637, -3.597, 0.373], [-0.952, -3.044, -1.247], [-0.409, 0.129, -3.792], [0.026, 1.705, -3.828], [-1.455, 1.003, -3.016], [-1.238, 4.038, 3.451], [-2.353, 3.682, 4.069], [-2.987, 2.511, 3.240], [-1.995, 2.154, 2.144], [-0.868, 3.191, 2.334], [-0.669, 4.606, 3.857], [-2.914, 4.102, 4.819], [-4.069, 2.179, 3.435], [-1.857, 1.276, 1.479], [0.049, 3.348, 1.782], [-0.288, -2.070, 5.347], [-1.207, -1.044, 5.082], [-0.279, 0.058, 4.624], [1.189, -0.335, 4.515], [1.101, -1.865, 5.135], [-0.494, -3.003, 5.675], [-2.147, -1.236, 5.287], [-0.680, 0.968, 4.256], [2.064, 0.274, 4.222], [1.889, -2.741, 5.252], [-4.916, 3.893, -2.700], [-4.084, 4.751, -1.950], [-3.293, 3.777, -0.957], [-3.810, 2.396, -1.313], [-4.923, 2.532, -2.350], [-5.577, 4.276, -3.412], [-4.097, 5.665, -2.158], [-2.427, 4.014, -0.304], [-3.434, 1.428, -0.703], [-5.701, 1.942, -2.815], [0.990, 5.809, -3.188], [2.050, 5.006, -2.784], [2.037, 5.053, -1.301], [0.860, 6.006, -0.863], [0.262, 6.399, -2.165], [0.868, 5.889, -4.003], [2.831, 4.436, -3.279], [2.993, 4.652, -0.858], [0.758, 6.298, 0.086], [-0.463, 7.154, -2.310], [1.721, -7.150, 2.310], [0.877, -5.934, 2.161], [0.318, -5.454, 3.186], [0.869, -5.313, 1.100], [2.724, -6.664, 2.371], [1.447, -7.746, 1.627], [1.461, -7.706, 3.238], [4.517, 3.183, 1.854], [3.940, 1.839, 1.516], [4.773, 1.099, 0.954], [2.728, 1.515, 1.740], [5.614, 3.028, 1.911], [3.834, 3.551, 2.671], [4.008, 3.787, 1.178], [-4.332, -2.465, -3.034], [-4.385, -1.038, -3.311], [-3.362, -0.421, -3.035], [-5.456, -0.486, -3.504], [-4.945, -2.615, -2.320], [-3.267, -2.852, -2.937], [-4.742, -2.866, -3.952], [3.473, -2.644, 2.866], [3.722, -3.749, 1.903], [3.594, -3.548, 0.669], [4.150, -4.825, 2.348], [4.139, -2.383, 3.407], [2.425, -2.967, 3.268], [3.134, -1.740, 2.065], [0.602, -4.600, -4.936], [-0.679, -4.055, -4.309], [-0.547, -2.898, -3.825], [-1.504, -4.826, -3.753], [0.610, -5.660, -4.485], [1.342, -3.999, -4.763], [0.479, -4.591, -5.956]], "charge": 1, "homo_lumo_gap_ev": 3.98, "lumo_ev": -5.126, "homo_energy_ev": -9.10}

***

Order from most stable to least stable according to the calculation: #i, #ii

***

#i
{"formula": "C3H11N4", "method": "ωB97M-V/def2-TZVPD", "elements": ["N", "C", "N", "N", "H", "H", "H", "H", "H", "C", "C", "N", "H", "H", "H", "H", "H", "H"], "xyz": [[-1.537, 0.729, 1.524], [-0.366, 1.388, 1.088], [-0.346, 1.708, -0.264], [0.638, 1.624, 1.831], [-1.649, 0.850, 2.521], [-2.374, 1.057, 1.055], [-1.248, 1.963, -0.641], [0.343, 2.420, -0.458], [0.573, 1.100, 2.696], [1.300, -1.090, -1.903], [-0.278, -1.574, -0.105], [0.773, -1.853, -0.767], [1.156, -1.660, -2.816], [2.356, -0.902, -1.722], [0.751, -0.152, -1.951], [-0.820, -0.657, -0.267], [-0.589, -2.298, 0.638], [1.316, -2.653, -0.458]], "charge": 1, "homo_lumo_gap_ev": 8.11, "lumo_ev": -4.743, "homo_energy_ev": -12.86}

***

#ii
{"formula": "C3H11N4", "method": "ωB97M-V/def2-TZVPD", "elements": ["C", "C", "N", "N", "H", "H", "H", "H", "H", "H", "N", "C", "N", "H", "H", "H", "H", "H"], "xyz": [[1.948, -0.209, -0.191], [1.538, -0.741, 0.987], [1.595, -2.144, 1.255], [1.671, 1.131, -0.595], [2.214, -0.893, -1.016], [1.296, -0.254, 1.986], [0.966, -2.624, 0.626], [1.331, -2.263, 2.225], [2.417, 1.289, -1.320], [1.972, 1.777, 0.092], [-1.094, 0.559, -0.912], [-2.050, 0.900, -0.117], [-3.331, 0.511, -0.349], [-1.356, 0.002, -1.708], [-0.083, 0.981, -0.809], [-1.805, 1.596, 0.674], [-4.039, 0.557, 0.368], [-3.406, -0.272, -0.993]], "charge": 1, "homo_lumo_gap_ev": 8.00, "lumo_ev": -3.414, "homo_energy_ev": -11.41}

***

Order from most stable to least stable according to the calculation: #i, #ii

***

#i
{"formula": "C7H15NO2", "method": "ωB97M-V/def2-TZVPD", "elements": ["C", "C", "C", "C", "C", "C", "N", "C", "O", "H", "H", "H", "H", "H", "H", "H", "H", "H", "H", "H", "H", "H", "O", "H", "H"], "xyz": [[0.680, -2.574, -0.196], [0.429, -1.072, -0.197], [-0.938, -0.725, 0.394], [-1.311, 0.737, 0.322], [-1.773, 1.321, -0.984], [-2.748, 1.139, 0.149], [1.506, -0.350, 0.523], [2.146, 1.167, -0.311], [2.860, 0.812, -1.277], [0.673, -2.971, 0.830], [-0.104, -3.087, -0.768], [1.649, -2.810, -0.657], [0.469, -0.707, -1.234], [-1.689, -1.312, -0.156], [-0.975, -1.075, 1.440], [-0.718, 1.401, 0.955], [-1.460, 2.334, -1.240], [-1.849, 0.641, -1.836], [-3.490, 0.343, 0.061], [-3.098, 2.030, 0.672], [1.237, -0.145, 1.486], [1.169, 1.656, -0.514], [2.805, 1.834, 0.722], [2.357, -0.911, 0.559], [2.171, 2.324, 1.257]], "homo_lumo_gap_ev": 9.30, "lumo_ev": 0.574, "homo_energy_ev": -8.73}

***

#ii
{"formula": "C7H15NO2", "method": "ωB97M-V/def2-TZVPD", "elements": ["C", "C", "C", "C", "C", "C", "C", "O", "O", "N", "H", "H", "H", "H", "H", "H", "H", "H", "H", "H", "H", "H", "H", "H", "H"], "xyz": [[0.641, -0.114, 0.093], [0.077, -1.555, 0.283], [1.148, 0.414, 1.437], [1.824, -0.178, -0.886], [-1.163, -1.579, 1.183], [-0.544, 2.207, -0.031], [-0.404, 0.801, -0.520], [-2.036, 1.143, -2.084], [-0.187, -2.188, -0.941], [-1.087, 0.312, -1.471], [-2.399, 0.594, -2.792], [-0.780, -1.599, -1.434], [0.863, -2.164, 0.748], [1.818, -0.318, 1.882], [1.705, 1.338, 1.305], [0.335, 0.597, 2.134], [1.516, -0.649, -1.815], [2.631, -0.764, -0.452], [2.195, 0.821, -1.103], [-1.925, -0.903, 0.801], [-0.916, -1.301, 2.202], [-1.570, -2.587, 1.189], [-1.255, 2.739, -0.660], [0.417, 2.716, -0.064], [-0.904, 2.218, 0.996]], "smiles": "C/C(=N\\O)C(C)(C)[C@@H](C)O", "homo_lumo_gap_ev": 10.28, "lumo_ev": 0.736, "homo_energy_ev": -9.54}

***

Order from most stable to least stable according to the calculation: #ii, #i